--- i ---
Formula: H9O4
Source: the Open Molecules 2025 dataset
Level of theory: ωB97M-V/def2-TZVPD

Bonds (Å) are listed after each position.
CARTESIAN COORDINATES (ANGSTROEM)
1 O 0.93 0.79 1.11  H2 1.086, H3 1.028, H4 0.972
2 H 0.82 -0.10 0.49  O1 1.086
3 H 0.00 1.22 1.18  O1 1.028
4 H 1.43 1.50 0.68  O1 0.972
5 O -0.67 -1.89 -2.21  H6 0.958, H7 0.968
6 H -1.62 -1.76 -2.23  O5 0.958
7 H -0.74 -2.85 -2.22  O5 0.968
8 O -0.95 2.47 1.07  H9 0.963, H10 0.966
9 H -0.50 3.23 0.71  O8 0.963
10 H -1.80 2.75 1.44  O8 0.966
11 O 0.86 -1.42 0.04  H12 0.980, H13 0.977
12 H 0.50 -1.47 -0.87  O11 0.980
13 H 0.35 -1.93 0.70  O11 0.977

Charge: +1
Highest occupied orbital energy (eV): -16.007


--- ii ---
Formula: H9O4
Source: the Open Molecules 2025 dataset
Level of theory: ωB97M-V/def2-TZVPD

Bonds (Å) are listed after each position.
CARTESIAN COORDINATES (ANGSTROEM)
1 O -0.32 -2.80 2.35  H2 0.981, H3 0.963
2 H 0.05 -2.92 3.25  O1 0.981
3 H -0.75 -3.64 2.13  O1 0.963
4 O 1.80 2.82 -4.11  H5 0.964, H6 0.972
5 H 2.10 3.66 -4.48  O4 0.964
6 H 2.56 2.56 -3.56  O4 0.972
7 O -1.29 0.44 -0.40  H8 0.963, H9 0.968
8 H -1.23 1.25 -0.92  O7 0.963
9 H -1.64 -0.26 -0.97  O7 0.968
10 O -0.28 -0.33 1.67  H11 0.965, H12 1.079, H13 0.998
11 H -0.08 0.47 2.16  O10 0.965
12 H -0.71 -0.05 0.72  O10 1.079
13 H -0.20 -1.19 2.17  O10 0.998

Charge: +1
Highest occupied orbital energy (eV): -13.814


Most stable structure - i; separation to the second - 9.0 kcal/mol.


--- i ---
Formula: CH5N3OS
Source: the Open Molecules 2025 dataset
Level of theory: ωB97M-V/def2-TZVPD

Bonds (Å) are listed after each position.
CARTESIAN COORDINATES (ANGSTROEM)
1 H -1.90 1.04 -0.96  N2 1.048
2 N -1.63 0.04 -1.08  H1 1.048, C3 1.259
3 C -0.46 -0.09 -0.62  N2 1.259, N4 1.409, N6 1.399
4 N 0.14 -1.36 -0.55  C3 1.409, O5 1.467, H8 1.032
5 O 0.64 -1.52 0.82  N4 1.467, H9 1.105
6 N 0.22 1.01 -0.10  C3 1.399, S7 1.758, H10 0.967
7 S 1.91 1.23 0.34  N6 1.758, H11 1.423
8 H -0.52 -2.13 -0.74  N4 1.032
9 H -0.04 -0.88 1.41  O5 1.105
10 H -0.34 1.79 -0.24  N6 0.967
11 H 1.97 0.86 1.71  S7 1.423

SMILES: [H]/N=C(/NO)NS
Charge: 0
Highest occupied orbital energy (eV): -9.461


--- ii ---
Formula: CH5N3OS
Source: the Open Molecules 2025 dataset
Level of theory: ωB97M-V/def2-TZVPD

Bonds (Å) are listed after each position.
CARTESIAN COORDINATES (ANGSTROEM)
1 N -2.24 -1.17 0.17  N2 1.592, H7 1.039, H8 1.071
2 N -1.79 0.29 -0.27  N1 1.592, C3 1.385, H9 0.943
3 C -0.46 0.66 -0.15  N2 1.385, O4 1.341, N5 1.335
4 O -0.12 1.90 0.23  C3 1.341
5 N 0.44 -0.33 -0.24  C3 1.335, S6 1.655, H10 1.160
6 S 2.08 -0.43 -0.06  N5 1.655, H11 1.477
7 H -2.04 -1.95 -0.50  N1 1.039
8 H -2.24 -1.48 1.19  N1 1.071
9 H -2.40 1.00 -0.21  N2 0.943
10 H 0.09 -1.09 0.56  N5 1.160
11 H 2.12 -0.23 1.40  S6 1.477

SMILES: NNC(=O)NS
Charge: 0
Highest occupied orbital energy (eV): -9.336


Most stable structure - i; separation to the second - 10.3 kcal/mol.


--- i ---
Formula: C11H13N
Source: the Open Molecules 2025 dataset
Level of theory: ωB97M-V/def2-TZVPD

Bonds (Å) are listed after each position.
CARTESIAN COORDINATES (ANGSTROEM)
1 C 2.96 -0.80 0.29  C2 1.384, C3 1.387, H13 1.080
2 C 3.05 0.54 -0.03  C1 1.384, C4 1.380, H14 1.081
3 C 1.71 -1.39 0.38  C1 1.387, C5 1.379, H15 1.081
4 C 1.92 1.30 -0.25  C2 1.380, C6 1.400, H16 1.082
5 C 0.57 -0.65 0.16  C3 1.379, C6 1.407, C9 1.523
6 C 0.65 0.71 -0.17  C4 1.400, C5 1.407, N12 1.361
7 C -1.83 -0.21 0.25  C8 1.293, C9 1.457
8 C -3.06 0.14 0.45  C7 1.293, H17 1.078, H18 1.083
9 C -0.83 -1.26 0.28  C5 1.523, C7 1.457, C10 1.537, H19 1.100
10 C -1.07 -2.24 -0.88  C9 1.537, H20 1.088, H21 1.087, H22 1.088
11 C -0.82 2.64 0.07  N12 1.422, H23 1.092, H24 1.099, H25 1.095
12 N -0.50 1.38 -0.49  C6 1.361, C11 1.422
13 H 3.85 -1.38 0.47  C1 1.080
14 H 4.02 1.02 -0.09  C2 1.081
15 H 1.63 -2.44 0.64  C3 1.081
16 H 2.00 2.34 -0.51  C4 1.082
17 H -3.41 1.14 0.28  C8 1.078
18 H -3.80 -0.57 0.81  C8 1.083
19 H -0.90 -1.80 1.23  C9 1.100
20 H -0.40 -3.10 -0.79  C10 1.088
21 H -0.87 -1.75 -1.83  C10 1.087
22 H -2.10 -2.60 -0.87  C10 1.088
23 H -1.88 2.85 -0.13  C11 1.092
24 H -0.65 2.70 1.15  C11 1.099
25 H -0.23 3.42 -0.42  C11 1.095

Charge: 0
Highest occupied orbital energy (spin up / spin down) (eV): -7.442 / -7.443


--- ii ---
Formula: C11H13N
Source: the Open Molecules 2025 dataset
Level of theory: ωB97M-V/def2-TZVPD

Bonds (Å) are listed after each position.
CARTESIAN COORDINATES (ANGSTROEM)
1 N 0.89 1.91 -1.18  C2 1.488, H13 1.040, H14 0.994
2 C 1.53 0.82 -0.39  N1 1.488, C3 1.576, C6 1.568, H15 1.039
3 C 1.38 -0.55 -1.14  C2 1.576, C4 1.531, H16 1.137, H17 1.051
4 C 0.91 -1.48 -0.01  C3 1.531, C5 1.488, C12 1.498, H18 1.123
5 C 1.63 -1.02 1.21  C4 1.488, C6 1.621, H19 1.195, H20 1.136
6 C 1.07 0.49 1.07  C2 1.568, C5 1.621, C7 1.546, H21 1.094
7 C -0.42 0.26 0.73  C6 1.546, C8 1.406, C12 1.354
8 C -1.45 1.21 0.86  C7 1.406, C9 1.506, H22 1.086
9 C -2.73 0.58 0.38  C8 1.506, C10 1.400, H23 1.166
10 C -2.78 -0.55 -0.44  C9 1.400, C11 1.402, H24 1.092
11 C -1.62 -1.33 -0.60  C10 1.402, C12 1.383, H25 1.088
12 C -0.47 -0.89 0.02  C4 1.498, C7 1.354, C11 1.383
13 H -0.12 1.76 -1.40  N1 1.040
14 H 0.78 2.60 -0.48  N1 0.994
15 H 2.53 1.05 -0.27  C2 1.039
16 H 2.46 -0.77 -1.42  C3 1.137
17 H 0.68 -0.61 -1.92  C3 1.051
18 H 1.05 -2.56 -0.28  C4 1.123
19 H 1.24 -1.48 2.24  C5 1.195
20 H 2.76 -1.04 1.29  C5 1.136
21 H 1.34 1.27 1.79  C6 1.094
22 H -1.34 2.17 1.36  C8 1.086
23 H -3.71 1.21 0.38  C9 1.166
24 H -3.82 -0.80 -0.65  C10 1.092
25 H -1.79 -2.25 -1.16  C11 1.088

SMILES: N[C@@H]1C[C@H]2C[C@@H]1c1ccccc12
Charge: 0
Highest occupied orbital energy (eV): -8.813


Most stable structure - ii; separation to the second - 27.9 kcal/mol.